*one*
Density functional theory data (the ωB97M-V functional and the def2-TZVPD basis) for a structure of composition C3H10N7O5ReS.

Values from the calculation:
Net charge: +1
HOMO level (alpha / beta): -11.644 / -11.683 eV
Orbital gap (alpha / beta): 8.62 / 7.84 eV
E_LUMO (alpha / beta): -3.0 / -3.8 eV
Spin multiplicity: 2

Last column: Löwdin spin population.
Positions of all 27 atoms, in Å:
Re: -0.18440 0.05204 -0.60594  0.755
N: 2.14516 2.94960 3.16732  0.002
N: 1.58653 2.68302 1.93293  0.007
N: 1.46411 3.62615 1.02386  0.001
C: 0.80785 2.99309 0.07423  0.012
N: 0.57205 1.72368 0.42423  0.016
N: 1.07281 1.54410 1.63911  0.005
H: 2.79191 3.72070 3.03791  0.000
H: 2.63751 2.12095 3.48726  0.000
H: 0.53100 3.42537 -0.87162  0.000
O: -1.41729 -0.71092 0.20871  0.100
C: 3.65621 -0.96130 -1.90157  0.000
S: 2.59014 0.14284 -1.07232  0.011
O: 1.65696 0.81745 -1.98566  0.025
O: 3.36722 0.97404 -0.21048  0.002
O: 1.63132 -0.80888 -0.31139  0.045
H: 4.33079 -0.35080 -2.50073  0.000
H: 3.05941 -1.61933 -2.52687  0.000
H: 4.20762 -1.51594 -1.14897  0.000
N: -3.37960 1.17297 -1.23668  0.000
C: -2.40204 1.67076 -1.99733  0.002
N: -2.68391 2.55716 -2.95623  0.000
O: -1.20081 1.33055 -1.81833  0.015
H: -4.34642 1.39797 -1.39018  0.000
H: -3.15321 0.48632 -0.53257  0.000
H: -3.63137 2.76931 -3.21334  0.000
H: -1.95468 2.79847 -3.60277  0.000


*two*
Density functional theory data (the ωB97M-V functional and the def2-TZVPD basis) for a structure of composition C3H10N7O5ReS.

Values from the calculation:
Net charge: +1
HOMO level (alpha / beta): -11.679 / -12.530 eV
Orbital gap (alpha / beta): 7.44 / 8.40 eV
E_LUMO (alpha / beta): -4.2 / -4.1 eV
Spin multiplicity: 2

Last column: Löwdin spin population.
Positions of all 27 atoms, in Å:
Re: 0.14371 -0.51144 -0.90578  0.702
N: 1.44627 0.23706 4.12720  0.002
N: 0.57950 -0.04958 3.08537  0.007
N: -0.40572 -0.90292 3.25620  0.000
C: -0.74745 -1.18332 2.01187  0.011
N: 0.04948 -0.52741 1.15192  0.005
N: 0.91512 0.18691 1.86404  0.004
H: 0.88250 0.32357 4.96740  0.000
H: 1.88698 1.12923 3.92754  0.000
H: -1.53406 -1.85950 1.73342  0.001
O: 1.86284 -0.71890 -0.92669  0.155
C: -2.35371 -2.19745 -2.79334  0.007
S: -2.33428 -1.86597 -1.05639  0.010
O: -1.18090 -2.60549 -0.50790  0.000
O: -3.65962 -2.05323 -0.59115  0.001
O: -1.91491 -0.39791 -0.94433  0.078
H: -2.62565 -3.24310 -2.91933  0.000
H: -1.37255 -2.01368 -3.22740  0.005
H: -3.09627 -1.54951 -3.25166  0.000
N: 1.18716 3.52669 -1.03433  0.001
C: 1.33862 2.20023 -1.06406  0.002
N: 2.52492 1.66106 -1.25642  -0.001
O: 0.26071 1.50075 -0.91949  0.007
H: 1.96505 4.15101 -1.14778  0.000
H: 0.26833 3.91092 -0.89710  0.000
H: 3.34346 2.23281 -1.36857  0.000
H: 2.57045 0.61918 -1.31325  0.002


Relative energies with respect to the most stable structure, expressed in hartree: *one* 0.0000; *two* 0.0446.


*one*
Density functional theory data (the ωB97M-V functional and the def2-TZVPD basis) for an isolated molecule of C2H4N4S.

Values from the calculation:
Net charge: 0
HOMO level: -8.411 eV
Orbital gap: 8.74 eV
E_LUMO: 0.3 eV

Last column: Löwdin charge in e.
Positions of all 11 atoms, in Å:
C: 1.75597 -0.78161 0.59125  -0.446
C: -0.08907 0.94561 -1.00957  -0.079
N: 1.97911 0.42816 0.41819  -0.229
N: 1.91303 1.44717 -0.02112  0.214
N: -0.55692 -0.15188 -0.56686  -0.582
N: -1.77072 -0.32059 0.27748  0.031
S: 0.48240 -1.55697 -0.49246  0.885
H: 1.71311 -1.24603 1.57253  0.057
H: -0.80608 1.71789 -0.76119  0.024
H: -2.32545 0.53314 0.21806  0.071
H: -2.29539 -1.01490 -0.22632  0.054


*two*
Density functional theory data (the ωB97M-V functional and the def2-TZVPD basis) for a structure of composition C2H4N4S.

Values from the calculation:
Net charge: 0
HOMO level: -8.083 eV
Orbital gap: 7.42 eV
E_LUMO: -0.7 eV

Last column: Löwdin charge in e.
Positions of all 11 atoms, in Å:
C: -0.73507 0.68046 -0.17674  -0.625
C: 0.20372 -0.38120 -0.26206  -0.739
H: -2.69267 0.81752 -0.01407  0.143
H: -2.10269 -0.55013 -1.33789  0.252
H: 1.62454 2.44855 0.52843  0.145
H: 1.81782 -0.37655 1.12798  0.234
N: -1.88210 0.51778 -0.64518  0.076
N: -0.34324 1.77961 0.42753  0.124
N: 1.09522 1.56174 0.71055  -0.081
N: 1.36211 0.29540 0.21844  -0.076
S: 0.18232 -2.07604 -0.16569  0.547


Relative energies with respect to the most stable structure, expressed in hartree: *one* 0.0622; *two* 0.0000.


*one*
Density functional theory data (the ωB97M-V functional and the def2-TZVPD basis) for a cluster of 2 separate species, C5H4N2O in total.

Values from the calculation:
Net charge: 0
HOMO level: -10.506 eV
Orbital gap: 10.76 eV
E_LUMO: 0.3 eV

Last column: Löwdin charge in e.
Positions of all 12 atoms, in Å:
N: -0.12872 1.12234 1.54621  0.146
C: -1.14640 0.73757 1.14689  -0.305
O: -2.36872 0.49193 0.68020  0.021
C: -3.09804 -0.72533 0.47326  -0.274
C: -3.07359 -1.36302 -0.77900  -0.054
N: -4.25447 -0.97463 -0.47516  0.212
H: -3.20090 -1.24799 1.38082  0.124
H: -2.59507 -1.90742 -1.61109  0.132
C: 5.50646 1.25627 -0.59386  -0.016
C: 4.36984 0.83443 -0.52583  -0.005
H: 6.58815 1.32425 -0.67729  0.023
H: 3.40147 0.45160 -0.56515  -0.004


*two*
Density functional theory data (the ωB97M-V functional and the def2-TZVPD basis) for a structure of composition C5H4N2O.

Values from the calculation:
Net charge: 0
HOMO level (alpha / beta): -9.430 / -9.588 eV
Orbital gap (alpha / beta): 8.66 / 8.85 eV
E_LUMO (alpha / beta): -0.8 / -0.7 eV

Last column: Löwdin charge in e.
Positions of all 12 atoms, in Å:
C: 1.18752 -0.72148 -0.14442  -0.355
C: 0.11451 -1.65945 -0.02105  -0.001
C: -1.02696 -0.98257 0.17601  -0.037
C: -1.01297 0.51598 0.09276  -0.088
C: 0.05921 1.33243 0.08451  -0.100
N: 1.40720 0.17353 -1.04942  0.172
N: 1.47416 1.17620 0.05918  -0.022
O: 1.47968 0.04222 0.98808  -0.007
H: 0.14456 -2.68792 0.05804  0.086
H: -1.92992 -1.40655 0.35059  0.074
H: -2.08095 0.83964 0.07298  0.112
H: 0.18396 3.37797 -0.66726  0.166


*three*
Density functional theory data (the ωB97M-V functional and the def2-TZVPD basis) for an isolated molecule of C5H4N2O.

Values from the calculation:
Net charge: 0
HOMO level: -10.251 eV
Orbital gap: 10.05 eV
E_LUMO: -0.2 eV

Last column: Löwdin charge in e.
Positions of all 12 atoms, in Å:
N: -0.22346 1.34279 2.83184  0.143
C: -0.13240 0.89993 1.67477  -0.104
C: 0.34199 0.42910 0.40183  -0.229
C: -0.63662 0.41136 -0.71197  -0.373
O: -1.85939 0.35927 -0.53969  0.051
C: 0.20357 -0.87147 -0.20093  -0.191
C: 1.22207 -1.07789 -1.01225  -0.244
N: 1.68163 -1.45859 -2.04317  0.186
H: 1.21358 0.95970 0.18708  0.143
H: -0.26183 0.74151 -1.77331  0.197
H: -2.16597 -0.72036 -0.68439  0.265
H: -0.10955 -1.79056 0.15872  0.154


Relative energies with respect to the most stable structure, expressed in hartree: *one* 0.0472; *two* 0.2229; *three* 0.0000.